Entry 1:
{
  "formula": "C5H9N3O2S",
  "method": "ωB97M-V with the def2-TZVPD basis set",
  "species": ["C", "C", "C", "C", "C", "N", "N", "N", "O", "O", "S", "H", "H", "H", "H", "H", "H", "H", "H", "H"],
  "xyz": [[-2.213934, 1.293023, -0.181314], [-2.326390, -0.093589, -0.004129], [-0.284451, 0.454986, -0.371566], [-0.654886, -2.018916, -0.257348], [1.995332, 0.564960, -0.929208], [-0.934082, 1.598448, -0.415367], [-1.059375, -0.664359, -0.222939], [2.184404, 1.911280, 1.248953], [1.521947, -0.411772, 1.539817], [3.820829, 0.046468, 0.778486], [2.412706, 0.395662, 0.815675], [-2.909026, 1.991955, -0.086839], [-3.101584, -0.767266, 0.327522], [-1.436692, -2.717999, -0.588183], [0.231617, -2.148456, -0.856320], [-0.236825, -2.551309, 0.685625], [2.183964, 1.642120, -1.253032], [2.144263, -0.126011, -1.769902], [2.955740, 2.605868, 1.128034], [1.400553, 2.115286, 1.920715]],
  "atomic_forces_ev_per_a": [[1.585, -5.302, 0.590], [0.063, 0.020, -0.236], [2.976, 1.074, -2.130], [1.101, -2.884, 1.508], [-3.787, 1.161, 0.528], [2.258, -0.800, -0.133], [-0.298, 3.025, 0.612], [-0.213, 2.027, 1.600], [-1.234, -1.052, 0.996], [-0.707, 0.590, 0.374], [2.739, -0.249, -2.774], [-2.992, 2.757, 0.349], [-0.274, 0.278, -0.222], [0.081, 0.681, -0.249], [0.000, 0.285, -0.856], [-1.079, 1.667, -0.624], [-0.607, -1.562, 0.543], [0.160, -0.281, 1.027], [-1.158, -1.115, 0.298], [1.386, -0.318, -1.199]],
  "homo_energy_ev": -8.66,
  "energy_ha": -908.6898,
  "orbital_gap_ev": 8.570,
  "e_lumo_ev": -0.1,
  "e_above_lowest_kj_mol": 368.5
}

Entry 2:
{
  "formula": "C36H37CsN6O3Se",
  "method": "ωB97M-V with the def2-TZVPD basis set",
  "species": ["Cs", "C", "C", "C", "C", "C", "C", "C", "C", "C", "H", "H", "H", "H", "H", "H", "H", "H", "H", "H", "H", "H", "N", "C", "C", "C", "C", "C", "C", "C", "C", "C", "C", "C", "C", "N", "C", "C", "C", "C", "N", "H", "H", "H", "H", "H", "H", "H", "H", "H", "H", "Se", "C", "N", "O", "C", "C", "C", "C", "C", "C", "N", "H", "H", "H", "H", "H", "H", "H", "H", "H", "H", "H", "O", "C", "C", "C", "C", "O", "N", "H", "H", "H", "H"],
  "xyz": [[-0.113295, 1.601558, 1.356984], [0.378511, -2.955909, 0.487188], [1.075742, -2.010215, 1.427287], [2.196514, -1.296108, 1.006331], [2.832903, -0.383803, 1.838234], [4.013760, 0.415146, 1.351657], [2.339342, -0.196241, 3.128499], [1.223021, -0.893392, 3.576307], [0.663586, -0.629585, 4.947398], [0.599643, -1.799291, 2.715767], [-0.293196, -3.627542, 1.021856], [1.102844, -3.554109, -0.071702], [-0.223969, -2.399540, -0.236149], [2.576590, -1.442389, -0.000776], [4.913224, 0.176333, 1.924014], [3.832169, 1.486026, 1.464760], [4.211603, 0.221038, 0.296928], [2.805754, 0.532335, 3.782872], [0.154398, -1.512106, 5.338651], [-0.060628, 0.187021, 4.907361], [1.443545, -0.320141, 5.643562], [-0.283782, -2.340288, 3.041246], [-5.664622, -0.478417, -5.199520], [-5.262394, -0.665577, -4.137364], [-4.758050, -0.904268, -2.812533], [-5.552501, -1.571834, -1.882975], [-5.064500, -1.809847, -0.610596], [-3.792361, -1.378700, -0.244852], [-3.007129, -0.706765, -1.180270], [-3.479235, -0.474036, -2.457681], [-3.272396, -1.642597, 1.125487], [-3.113993, -0.530626, 1.949182], [-2.616826, -0.452574, 3.291737], [-2.734839, 0.859912, 3.665981], [-3.307568, 1.536043, 2.540001], [-3.528283, 0.734466, 1.521277], [-2.996898, -2.989843, 1.436194], [-3.086118, -4.090368, 0.531688], [-2.673309, -5.201850, 1.234717], [-2.365914, -4.729072, 2.539464], [-2.549580, -3.426460, 2.668943], [-6.544794, -1.900361, -2.163530], [-5.669996, -2.331463, 0.119166], [-2.013394, -0.375346, -0.911554], [-2.860822, 0.046412, -3.177106], [-2.246472, -1.287954, 3.859902], [-2.443000, 1.309462, 4.603707], [-3.534297, 2.593797, 2.471745], [-3.384951, -4.045955, -0.504698], [-2.595516, -6.218029, 0.876630], [-2.013995, -5.320878, 3.376714], [2.469489, 2.805877, 6.748934], [1.639720, 2.787175, 5.136732], [1.127306, 2.743606, 4.093595], [0.084230, 0.138811, -1.322852], [1.134104, -0.056879, -1.935926], [1.316385, -1.284185, -2.811654], [1.402346, -0.951406, -4.321967], [1.766840, 0.497908, -4.651557], [3.141198, 0.942551, -4.156951], [3.373450, 0.634013, -2.671413], [2.173891, 0.787806, -1.873194], [0.472841, -1.941744, -2.612454], [2.218378, -1.807604, -2.486638], [0.431712, -1.164074, -4.775099], [2.120275, -1.625333, -4.799618], [1.006527, 1.155930, -4.221953], [1.710234, 0.637850, -5.734792], [3.247644, 2.019151, -4.308946], [3.928931, 0.457513, -4.744525], [4.108719, 1.329459, -2.270470], [3.766280, -0.379655, -2.552554], [2.014988, 1.715877, -1.446586], [-0.139121, 4.112990, -0.258060], [0.945126, 4.416145, -0.746779], [1.341297, 5.870722, -1.020580], [2.748510, 5.747761, -1.580628], [2.978029, 4.231561, -1.628071], [3.999927, 3.733152, -2.090814], [1.927652, 3.549549, -1.103129], [1.277601, 6.428997, -0.086492], [0.622746, 6.308443, -1.714545], [3.512475, 6.197006, -0.944753], [2.875764, 6.154918, -2.584413]],
  "atomic_forces_ev_per_a": [[0.004, -0.078, 0.097], [-0.038, -0.022, 0.037], [0.033, 0.041, -0.006], [0.030, 0.018, -0.022], [-0.013, -0.001, 0.005], [-0.003, -0.001, 0.009], [0.012, -0.002, -0.031], [-0.017, -0.009, 0.025], [0.014, -0.014, 0.013], [-0.006, -0.004, -0.023], [0.012, 0.004, -0.008], [-0.003, 0.002, -0.020], [0.014, 0.015, 0.003], [-0.001, -0.009, 0.000], [0.003, 0.006, -0.001], [0.001, 0.001, -0.002], [0.004, -0.002, -0.001], [0.000, -0.010, 0.010], [0.006, -0.001, 0.000], [0.001, 0.007, -0.010], [-0.005, 0.005, 0.004], [0.006, 0.003, 0.007], [-0.021, -0.014, 0.000], [0.038, 0.014, -0.002], [0.002, 0.009, -0.022], [-0.019, -0.014, 0.018], [0.029, -0.004, 0.042], [-0.061, 0.046, -0.171], [0.026, -0.022, 0.143], [-0.029, -0.022, -0.015], [0.082, 0.022, 0.103], [-0.021, -0.064, 0.038], [-0.010, 0.016, -0.013], [-0.003, -0.002, -0.011], [-0.012, -0.008, -0.047], [0.033, 0.002, 0.011], [-0.040, 0.012, -0.031], [0.050, 0.019, -0.022], [-0.051, -0.011, 0.008], [0.024, 0.012, 0.013], [-0.015, 0.009, 0.007], [-0.002, 0.000, 0.000], [-0.013, -0.006, -0.010], [-0.018, 0.000, -0.035], [0.002, 0.003, -0.002], [0.006, -0.004, 0.006], [-0.002, -0.006, 0.005], [-0.020, 0.001, 0.004], [0.002, 0.006, 0.005], [-0.006, -0.002, 0.003], [0.003, -0.004, -0.003], [0.032, -0.004, 0.086], [0.003, -0.029, -0.111], [-0.070, 0.040, -0.023], [-0.021, 0.002, -0.074], [0.015, -0.012, -0.017], [0.014, -0.012, -0.013], [-0.005, 0.011, 0.010], [-0.011, -0.008, -0.001], [0.033, 0.011, -0.021], [-0.014, 0.002, -0.018], [0.022, -0.017, 0.017], [0.003, 0.001, 0.017], [-0.001, -0.004, 0.005], [0.003, -0.005, -0.005], [-0.002, -0.003, 0.003], [0.005, 0.003, 0.002], [0.001, 0.001, 0.000], [-0.012, 0.000, 0.012], [-0.006, -0.007, 0.006], [0.006, -0.007, -0.007], [-0.010, -0.006, 0.017], [-0.017, 0.008, 0.011], [0.058, 0.075, -0.057], [-0.025, -0.021, 0.035], [0.035, 0.004, 0.018], [-0.011, -0.006, -0.040], [-0.008, -0.007, 0.097], [-0.002, 0.014, -0.029], [-0.015, 0.042, -0.017], [-0.005, 0.006, -0.004], [-0.007, -0.010, -0.004], [0.012, -0.018, -0.009], [-0.010, 0.017, 0.005]],
  "homo_energy_ev": -2.61,
  "energy_ha": -4370.0755,
  "orbital_gap_ev": 6.296,
  "e_lumo_ev": 3.7,
  "charge": -2,
  "e_above_lowest_kj_mol": 0.8
}

Entry 3:
{
  "formula": "C8H7BrClN3OS",
  "method": "ωB97M-V with the def2-TZVPD basis set",
  "species": ["C", "C", "C", "C", "C", "C", "C", "C", "N", "N", "N", "O", "S", "Cl", "Br", "H", "H", "H", "H", "H", "H", "H"],
  "xyz": [[-2.807808, 2.720116, -1.136700], [1.502873, -1.407190, 0.369171], [2.864441, -1.436323, 0.606417], [1.799310, 0.376830, -1.102635], [0.863608, -0.541668, -0.535044], [3.585534, -0.481504, -0.102341], [-2.870554, 0.010639, 1.431174], [-0.415713, -0.658387, -1.043556], [-3.234414, 3.192889, -2.106327], [3.068273, 0.390372, -0.913015], [-2.387321, 2.264753, -0.035755], [-0.458610, 1.348693, 1.300137], [-1.608392, 1.033472, 0.475191], [5.272769, -0.411111, 0.254964], [-1.481951, -2.281294, -0.650897], [0.978425, -2.169469, 0.998050], [3.404097, -1.969767, 1.366780], [1.461349, 1.136848, -1.877706], [-3.265312, 0.434233, 2.402317], [-3.451759, -0.541685, 0.617261], [-2.189650, -0.796716, 1.698358], [-0.629194, -0.213734, -2.015853]],
  "atomic_forces_ev_per_a": [[-0.726, 0.687, -2.326], [-0.610, -2.046, 1.918], [-0.311, 1.637, -0.757], [-2.989, 1.015, -2.160], [3.500, -0.185, 0.382], [0.620, -0.756, 1.259], [1.472, -0.965, -0.896], [-3.280, 0.161, 0.569], [-0.001, -0.003, -0.153], [1.648, 0.634, -0.135], [1.045, -1.109, 2.650], [-0.219, -0.097, 0.286], [-0.606, -0.713, -0.425], [0.240, 0.201, -0.329], [0.999, 1.140, -0.610], [-0.179, 0.855, -0.949], [-0.407, -0.608, 0.053], [0.051, -0.960, 1.103], [0.041, -0.027, -1.731], [-0.134, 1.496, 1.378], [0.072, -0.131, 0.550], [-0.226, -0.226, 0.325]],
  "homo_energy_ev": [-8.73, -8.57],
  "energy_ha": -3980.7793,
  "orbital_gap_ev": [6.374, 6.093],
  "e_lumo_ev": [-2.4, -2.5],
  "e_above_lowest_kj_mol": 131.5
}